{"formula": "C23H41FN2O27PS6", "method": "ωB97M-V with the def2-TZVPD basis set", "elements": ["C", "C", "O", "O", "C", "C", "C", "C", "C", "C", "C", "F", "N", "C", "C", "P", "N", "O", "H", "H", "H", "H", "H", "H", "H", "H", "H", "H", "H", "H", "H", "H", "H", "H", "H", "C", "C", "O", "S", "O", "O", "O", "H", "H", "H", "H", "C", "C", "O", "S", "O", "O", "O", "H", "H", "H", "H", "C", "C", "O", "S", "O", "O", "O", "H", "H", "H", "H", "C", "C", "O", "S", "O", "O", "O", "H", "H", "H", "H", "C", "C", "O", "S", "O", "O", "O", "H", "H", "H", "H", "C", "C", "O", "S", "O", "O", "O", "H", "H", "H", "H"], "coordinates": [[5.296522, 0.504220, 2.103303], [6.315319, 0.244418, 0.989686], [7.162353, 1.079068, 0.777365], [6.285110, -0.866629, 0.178388], [5.971666, -2.093043, 0.859203], [4.654057, -2.754398, 0.327148], [3.687550, -1.675207, -0.198205], [2.182765, -2.082562, -0.031519], [1.301518, -0.861914, -0.256844], [1.752215, 0.176586, -1.091062], [0.923983, 1.242823, -1.275436], [1.337792, 2.242616, -2.037609], [-0.284434, 1.337311, -0.727797], [-0.731194, 0.350742, 0.081193], [0.018277, -0.761885, 0.367720], [-0.595730, -2.122276, 1.533050], [-2.231449, -2.405597, 1.043372], [-0.745610, -1.422885, 3.015397], [5.569126, 1.375903, 2.704800], [4.320474, 0.746483, 1.644097], [5.119354, -0.377321, 2.730053], [5.978857, -2.023271, 1.951978], [6.776662, -2.798133, 0.598664], [4.193150, -3.373716, 1.112974], [4.932685, -3.460312, -0.470584], [3.799617, -0.727909, 0.345546], [3.912139, -1.450267, -1.252186], [2.008359, -2.558879, 0.936968], [1.981050, -2.794566, -0.853463], [2.718955, 0.179560, -1.588552], [-0.839839, 2.159532, -0.947126], [-1.732699, 0.474911, 0.501762], [-2.174893, -2.941390, 0.178244], [-2.659141, -1.497068, 0.855453], [-1.678504, -1.417929, 3.286038], [3.041170, -0.465015, 6.122670], [3.611174, -1.449278, 7.121205], [4.138887, -2.512379, 6.317817], [4.679209, -1.918618, 4.932054], [6.078734, -1.725311, 5.032724], [4.090912, -2.649350, 3.864176], [3.964744, -0.478847, 5.025615], [2.066636, -0.792286, 5.753164], [2.953975, 0.537919, 6.533300], [2.860534, -1.826596, 7.810352], [4.435486, -1.010363, 7.687316], [-4.029097, 3.692379, 3.115494], [-2.600276, 3.379656, 3.500149], [-2.665127, 2.081112, 4.098334], [-3.830366, 1.226560, 3.402106], [-3.242644, 0.385494, 2.407099], [-4.677682, 0.719822, 4.411814], [-4.567540, 2.442365, 2.658412], [-4.613163, 4.020164, 3.977058], [-4.091890, 4.442609, 2.331201], [-2.186391, 4.102667, 4.197674], [-1.955658, 3.315870, 2.618975], [-7.461695, -1.835210, 3.854757], [-6.029912, -2.137098, 4.240789], [-6.083113, -3.433222, 4.847409], [-7.247454, -4.300619, 4.151019], [-6.661350, -5.132062, 3.161803], [-8.092183, -4.810368, 5.165960], [-7.995177, -3.087875, 3.405030], [-8.045230, -1.505508, 4.717088], [-7.526008, -1.088982, 3.069710], [-5.621739, -1.407067, 4.931236], [-5.386889, -2.201420, 3.357549], [-9.019830, 1.230478, -0.170460], [-7.535939, 1.374601, -0.428727], [-7.062923, 2.213312, 0.633795], [-7.934400, 1.933857, 1.959025], [-7.218341, 1.021465, 2.779225], [-8.422796, 3.169336, 2.444299], [-9.135321, 1.138617, 1.254328], [-9.569759, 2.113455, -0.501690], [-9.438869, 0.345887, -0.643391], [-7.322460, 1.823670, -1.395257], [-7.024717, 0.411332, -0.354299], [3.522431, 3.327744, -4.812815], [4.148040, 2.419780, -3.773837], [4.662140, 1.314490, -4.519916], [5.139253, 1.827475, -5.971085], [6.534745, 2.048950, -5.939241], [4.518592, 1.012560, -6.951555], [4.398877, 3.256602, -5.938727], [2.539992, 2.960842, -5.121530], [3.431217, 4.354289, -4.465664], [3.431601, 2.079618, -3.034555], [4.985118, 2.909291, -3.270150], [3.892143, 0.191121, -10.856861], [3.048901, 0.773556, -9.743680], [1.712355, 0.771898, -10.261372], [1.525804, -0.486346, -11.245860], [0.911195, -1.539579, -10.520928], [1.012960, -0.016277, -12.479091], [3.082856, -0.843751, -11.427198], [4.095163, 0.932843, -11.632526], [4.831947, -0.217047, -10.493365], [3.352781, 1.781003, -9.473007], [3.070303, 0.138763, -8.856965]], "atomic_forces_ev_per_a": [[-0.69, -0.64, -0.41], [1.26, 1.37, -0.03], [-0.72, -0.57, -0.18], [-0.52, 0.24, 1.46], [-0.15, -1.67, -0.59], [0.42, 0.52, -0.01], [-0.69, -0.35, 0.36], [1.05, 0.79, -1.03], [-0.07, -0.86, 0.40], [-0.36, -0.43, 0.38], [0.99, -0.02, -0.50], [-0.74, 0.12, 0.25], [0.04, 0.33, -0.24], [-0.60, -0.40, 0.56], [0.10, 0.96, -0.11], [0.42, -1.79, 0.26], [1.20, 1.37, 0.04], [-0.49, 0.21, -0.93], [0.33, -0.40, -0.22], [0.33, -0.12, 0.08], [0.10, 0.40, -0.14], [-0.10, 0.35, -0.32], [-0.07, 0.43, 0.19], [0.17, 0.41, -0.07], [-0.25, 0.34, 0.10], [0.25, -0.36, -0.04], [-0.03, -0.16, 0.34], [-0.12, 0.12, -0.29], [-0.32, 0.02, 0.50], [-0.27, -0.07, 0.18], [-0.07, -0.13, 0.12], [0.29, 0.24, -0.13], [-0.35, -0.11, 0.18], [-0.60, -0.42, -0.04], [0.12, 0.23, 0.04], [-0.54, -0.14, 0.07], [0.29, 0.40, 0.35], [-0.26, 0.07, -0.57], [-0.31, 0.11, 0.86], [0.06, -0.01, -0.44], [0.19, -0.04, -0.15], [0.27, -0.24, 0.16], [0.01, 0.00, 0.03], [0.20, 0.05, -0.16], [0.04, -0.25, -0.14], [-0.05, 0.02, 0.01], [-0.15, 0.40, 0.44], [0.19, 0.19, -0.46], [-0.38, -0.23, 0.00], [-0.30, 1.19, 0.20], [-0.09, -0.23, -0.07], [0.30, -0.43, -0.07], [0.65, -0.45, -0.13], [0.02, 0.01, -0.02], [-0.12, -0.20, -0.14], [-0.01, -0.21, 0.18], [0.01, 0.07, 0.02], [-0.14, 0.30, 0.34], [0.17, 0.07, -0.40], [-0.48, -0.03, 0.04], [0.09, 0.46, -0.04], [-0.15, -0.14, -0.01], [0.10, -0.21, 0.01], [0.47, -0.28, 0.00], [0.04, 0.03, 0.00], [-0.11, -0.27, -0.05], [-0.03, -0.20, 0.17], [-0.01, 0.06, 0.00], [-0.21, 0.35, -0.41], [0.11, -0.52, -0.06], [-0.37, 0.17, 0.15], [-0.32, -0.10, -0.75], [-0.05, 0.18, 0.20], [0.30, 0.06, 0.25], [0.54, -0.10, 0.19], [0.02, -0.02, -0.02], [-0.03, -0.08, 0.25], [0.07, 0.22, 0.15], [-0.04, -0.01, -0.05], [-0.51, -0.12, 0.04], [0.50, 0.43, 0.17], [-0.36, 0.03, -0.36], [-0.07, 0.25, 0.32], [0.03, -0.04, -0.24], [0.12, -0.12, -0.03], [0.28, -0.25, 0.27], [-0.01, 0.01, 0.04], [0.19, 0.05, -0.18], [0.04, -0.22, -0.11], [-0.06, 0.03, 0.03], [0.19, 0.46, -0.21], [0.18, -0.34, 0.42], [0.10, -0.04, -0.50], [0.43, 0.17, 0.20], [-0.10, -0.09, -0.17], [-0.23, -0.05, 0.04], [-0.34, 0.00, 0.35], [0.01, 0.00, 0.03], [-0.11, -0.22, -0.05], [-0.22, 0.06, -0.09], [0.08, 0.05, 0.00]], "mulliken_charge": [-0.4565, 0.6811, -0.5606, -0.3962, -0.3457, -0.6452, -0.0375, -1.0993, 0.7885, -0.0237, -0.2645, -0.2733, 0.1965, -0.1338, 0.0216, 0.2297, -0.5262, -0.3305, 0.3688, 0.1676, -0.1810, 0.0866, 0.3640, 0.4002, 0.4236, -0.1563, 0.3447, 0.6580, 0.3004, 0.2868, 0.3453, 0.0835, 0.3132, 0.1316, 0.2585, -0.2676, -0.4336, -0.2941, 1.1328, -0.5776, -0.4658, -0.2889, 0.2360, 0.3246, 0.3304, 0.3107, -0.3844, -0.3840, -0.3202, 0.9120, -0.4777, -0.5120, -0.1617, 0.3309, 0.3509, 0.3397, 0.1966, 0.2104, -0.1940, -0.3583, 1.0843, -0.5377, -0.5309, -0.3423, 0.2847, -0.0883, 0.2404, 0.2938, -0.3923, -0.2999, -0.2758, 1.0203, -0.3986, -0.5894, -0.3190, 0.3080, 0.3214, 0.3411, 0.2581, -0.3591, 0.4591, -0.2727, 1.0274, -0.5391, -0.4498, -0.3342, 0.3256, 0.3313, -0.4532, 0.3015, -0.3080, -0.2585, -0.3181, 1.0987, -0.5430, -0.5199, -0.3201, 0.2907, 0.2961, 0.3122, 0.2797], "homo_ev": -12.14, "total_charge": 1, "e_lumo_ha": -0.1639, "e_tot_ev": -159784.5283, "homo_lumo_gap_ev": 7.68}